Entry 1:
ORCA calculation (wB97M-V/def2-TZVPD) on a 3-piece molecular cluster, C40H38BF3O3 overall in a non-equilibrium geometry.

Summary:
- charge = 0

```
85
Properties=species:S:1:pos:R:3:forces:R:3:mulliken_charge:R:1
C -2.46748 5.07673 1.59129 -0.032 -0.146 -0.092 -1.6599
C -0.97613 5.26962 1.80858 0.340 -0.313 -0.135 2.5677
C -0.73502 6.61336 2.48389 0.143 0.048 0.007 -2.0937
C -0.42493 4.14192 2.72708 0.070 -0.062 -0.557 -1.4505
O -0.28914 2.88531 2.03954 -0.171 0.555 0.186 -0.4344
B 0.37831 3.01343 0.81129 0.217 -0.185 -0.145 1.5136
C 1.95055 2.84921 0.84761 -0.269 0.010 -0.113 0.6369
C 2.57402 2.38099 2.00308 0.822 -0.031 0.256 -0.5017
C 3.95372 2.52105 2.17245 -0.439 -0.261 0.061 -1.1574
C 4.71387 3.10764 1.16702 0.324 0.131 -0.081 0.3389
C 6.20394 3.24925 1.37075 0.186 -0.017 0.130 0.7241
F 6.82166 3.86003 0.32035 -0.310 -0.468 0.850 -0.2874
F 6.48450 3.98716 2.49434 -0.013 -0.635 -0.891 -0.2600
F 6.80078 2.02369 1.53960 -0.299 1.081 -0.081 -0.2591
C 4.11225 3.54786 -0.00544 -0.310 -0.114 -0.248 -0.7796
C 2.73007 3.39974 -0.16790 0.739 0.111 -0.018 -0.8157
C -0.27412 1.12747 -0.22819 0.850 0.384 0.231 -0.7833
C -1.73451 1.38702 -0.26261 -0.298 0.149 0.148 -1.4944
C 0.29939 0.11241 0.60848 -0.493 0.704 -0.452 1.9551
C 1.24540 -0.74832 0.02134 0.001 -0.172 -0.350 -0.2792
C 1.69974 -1.85269 0.71070 0.194 -0.232 0.430 -0.8929
C 1.30322 -2.06090 2.03598 0.236 -0.262 -0.147 -0.7115
C 0.41804 -1.17352 2.66107 -0.331 0.560 -0.337 -1.0348
C -0.09416 -0.09460 1.95119 -0.298 -0.567 0.222 -0.0865
O -0.11423 3.93855 -0.12825 -0.164 0.329 0.354 -0.6539
C -0.23468 5.25269 0.43749 -0.080 -0.255 0.235 -1.4104
H -2.65979 4.11758 1.09996 -0.081 0.130 0.060 0.2085
H -2.98309 5.10154 2.55659 -0.076 -0.047 -0.138 0.4228
H -2.85307 5.88908 0.96614 -0.081 -0.148 0.044 0.4424
H 0.33645 6.76795 2.64580 -0.100 0.087 0.036 0.4403
H -1.11341 7.43299 1.86121 0.046 -0.093 0.122 0.4130
H -1.24253 6.65535 3.45507 0.065 0.031 -0.139 0.4036
H 0.56203 4.43905 3.13297 -0.280 -0.102 -0.112 0.3009
H -1.11272 3.95487 3.55784 0.104 0.199 -0.022 0.4671
H 2.00001 1.90576 2.79835 -0.028 0.225 -0.222 0.4390
H 4.41988 2.17099 3.09216 0.003 0.078 -0.220 0.3666
H 4.70159 4.00953 -0.79608 -0.063 -0.152 0.230 0.4478
H 2.27928 3.74237 -1.10051 -0.051 -0.016 0.346 0.4174
H 0.30677 1.45133 -1.10418 -0.283 -0.488 0.158 0.5157
H -1.98665 2.27559 -0.84958 0.110 -0.152 0.112 0.3570
H -2.16159 0.50295 -0.74845 -0.461 0.079 0.063 0.3125
H -2.17588 1.49227 0.73877 0.088 -0.115 -0.248 0.2211
H 1.53611 -0.54493 -1.01330 0.021 -0.205 0.345 0.5514
H 2.35420 -2.55744 0.20197 -0.014 0.086 0.215 0.4346
H 1.70003 -2.90828 2.59148 -0.096 0.106 -0.130 0.4255
H 0.10210 -1.32363 3.69479 0.196 -0.028 -0.259 0.4351
H -0.80415 0.60093 2.40542 0.318 -0.292 -0.130 0.3511
H -0.79351 5.83972 -0.29982 0.097 0.099 0.214 0.4629
H 0.77382 5.69701 0.55651 -0.273 -0.175 -0.046 0.3434
C -6.64797 -3.06771 0.22555 0.388 0.013 0.541 -0.8248
O -5.45431 -3.30037 1.00217 -0.068 0.268 -0.262 -0.4314
C -4.24601 -3.10227 0.42068 0.266 -0.021 -0.396 0.7220
C -3.10971 -3.55924 1.13193 -0.731 -0.006 -0.112 -1.2476
C -1.88647 -3.61067 0.50744 0.047 0.336 -0.163 -0.2956
C -1.72150 -3.13702 -0.81833 -0.186 0.060 0.004 0.4986
C -0.46684 -3.32058 -1.49841 -0.267 -0.676 -0.534 1.1887
C -0.03725 -2.64284 -2.70370 0.594 -0.589 -0.095 -0.2121
C 1.00530 -3.41468 -3.32673 -0.452 0.821 -0.347 -0.4388
C 1.54014 -3.04096 -4.55213 -0.223 -0.069 0.565 -0.4200
C 1.05992 -1.87264 -5.15731 -0.256 0.239 0.208 -0.7003
C 0.06989 -1.09387 -4.53463 0.068 -0.143 -0.030 -1.1763
C -0.49012 -1.47313 -3.30787 0.261 0.272 -0.067 0.4751
C 1.22385 -4.60795 -2.53047 -0.340 -0.494 0.761 -0.1120
C 0.30502 -4.57526 -1.42018 0.738 0.151 -0.754 0.7948
C 0.18905 -5.72064 -0.63077 0.312 -0.056 0.104 -0.2581
C 1.03055 -6.81894 -0.87390 0.023 0.138 -0.227 -0.9771
C 1.94604 -6.82106 -1.93846 -0.252 0.235 0.302 -0.6703
C 2.03224 -5.70852 -2.78394 -0.183 0.257 0.154 -0.5375
C -2.85315 -2.59768 -1.48421 0.366 0.006 0.394 -0.7282
C -4.09043 -2.54544 -0.86954 -0.196 -0.355 0.416 -0.7627
H -7.45442 -3.32720 0.91492 0.060 0.109 -0.261 0.2542
H -6.73031 -2.01664 -0.07374 -0.008 -0.163 0.089 0.3163
H -6.68598 -3.71219 -0.65827 0.116 0.047 0.107 0.3584
H -3.24753 -3.92257 2.15185 0.031 0.072 -0.326 0.4544
H -1.02063 -3.99375 1.04333 -0.199 0.210 -0.064 0.6015
H 2.30262 -3.67097 -5.01192 -0.180 0.298 -0.044 0.4144
H 1.45487 -1.56445 -6.12155 -0.061 -0.012 0.157 0.3900
H -0.28462 -0.18068 -5.01430 0.148 -0.260 0.080 0.4397
H -1.24523 -0.86672 -2.80856 0.232 -0.002 -0.275 0.1887
H -0.54799 -5.76572 0.16488 0.184 -0.139 -0.110 0.5121
H 0.96461 -7.69716 -0.23067 -0.044 0.242 -0.183 0.4016
H 2.57702 -7.69261 -2.11252 -0.174 0.227 0.062 0.3961
H 2.70776 -5.68660 -3.63985 -0.145 -0.155 0.219 0.4108
H -2.76802 -2.26646 -2.51455 0.014 -0.057 0.216 0.7527
H -4.95133 -2.13253 -1.40006 0.341 -0.254 0.127 0.3523
```
Forces are in eV/Å.



Entry 2:
ORCA calculation (wB97M-V/def2-TZVPD) on one molecule with the formula CH2Cl3N3 in a non-equilibrium geometry.

Summary:
- charge = 0

```
9
Properties=species:S:1:pos:R:3:forces:R:3:mulliken_charge:R:1
N 1.28609 -0.64709 0.23669 0.701 -0.664 1.463 -0.4561
C 0.22032 0.19328 0.28357 -2.351 -0.608 -2.946 0.6825
N -0.04844 0.77121 1.36371 -0.449 1.226 1.028 -0.4248
Cl -1.26642 2.01010 1.39184 0.645 -0.598 -0.044 -0.0951
N -0.67019 0.37249 -0.95891 1.317 0.647 1.780 -0.1428
Cl -2.31088 -0.03959 -0.67488 0.121 -0.350 0.005 -0.0066
Cl -0.12923 -0.26373 -2.43371 0.415 -0.338 -0.008 -0.0693
H 1.44062 -0.99785 1.18552 0.363 0.522 -0.344 0.2830
H 1.47813 -1.39882 -0.39383 -0.761 0.162 -0.934 0.2293
```
Forces are in eV/Å.



Entry 3:
ORCA calculation (wB97M-V/def2-TZVPD) on C35H57FeN4O2Si3Te as an isolated structure in a non-equilibrium geometry.

Summary:
- charge = 0
- ⟨S²⟩ = 8.78
- spin multiplicity = 6

```
103
Properties=species:S:1:pos:R:3:forces:R:3:mulliken_spin:R:1
Fe 0.10170 -0.46480 0.13250 -1.151 0.709 -0.655 3.6005
C -1.16920 -4.60020 0.54490 0.232 0.718 0.130 0.0248
Si -0.82190 -2.71530 0.76040 -1.661 -2.614 -0.085 -0.0739
C -2.05220 -2.24590 2.14900 0.528 0.003 -0.404 0.0594
C 1.00330 -2.75810 1.33880 -0.376 0.491 -0.331 0.1064
C -1.15110 -1.83450 -0.86030 1.642 0.516 0.724 0.0709
Si -2.87480 -1.78230 -1.58660 -0.386 -0.270 -0.171 0.0084
C -3.20630 -3.41530 -2.53960 0.134 0.598 0.521 0.0063
C -3.27800 -0.42990 -2.89130 0.375 -0.310 0.372 0.0086
C -4.25070 -1.56500 -0.27650 0.553 -0.218 -0.337 0.0087
Si 0.29760 -1.80310 -2.03480 -0.650 -1.824 -2.417 -0.0065
C 0.66830 -3.58900 -2.66850 -0.013 0.688 0.199 0.0241
C 0.07390 -0.74690 -3.61660 0.000 -0.315 0.675 0.0076
C 2.05350 -1.24570 -1.48280 -0.250 -0.262 -0.382 0.0515
C 3.19040 -1.50430 -2.24380 -0.001 -0.076 -0.099 -0.0050
C 4.42900 -1.06000 -1.81070 -0.206 0.033 0.089 -0.0026
C 4.50000 -0.37750 -0.60590 -0.168 -0.087 -0.132 0.0030
C 3.32730 -0.15180 0.09270 0.572 0.297 0.406 0.0279
N 2.14500 -0.56310 -0.34630 -0.018 0.210 0.137 -0.0094
H -1.03390 -5.13410 1.47960 0.051 -0.117 0.295 0.0003
H -0.50940 -5.04600 -0.18930 0.223 -0.097 -0.246 0.0014
H -2.18600 -4.77520 0.21540 -0.320 0.025 -0.090 -0.0001
H -1.68980 -2.58580 3.11790 0.002 -0.115 0.126 0.0107
H -3.01780 -2.70970 1.98250 -0.110 -0.187 -0.134 0.0124
H -2.19530 -1.17240 2.18620 -0.106 0.178 0.085 -0.0028
H 1.11810 -3.47740 2.14490 -0.254 -0.090 0.170 0.0048
H 1.36100 -1.79750 1.69480 0.441 0.011 0.193 -0.0268
H 1.65440 -3.07380 0.52970 0.096 -0.125 -0.187 -0.0079
H -2.58030 -3.47320 -3.42420 0.193 0.011 -0.204 0.0004
H -4.23920 -3.47360 -2.86680 -0.274 0.071 -0.073 0.0003
H -3.00370 -4.28790 -1.93020 0.093 -0.217 0.159 -0.0008
H -3.63380 -0.87880 -3.81360 -0.070 -0.199 -0.129 -0.0002
H -2.40550 0.15970 -3.13120 0.198 0.172 -0.115 -0.0013
H -4.05670 0.23630 -2.53160 -0.118 0.076 0.123 0.0006
H -4.39910 -2.46790 0.30280 -0.030 -0.229 0.177 -0.0003
H -5.19750 -1.33150 -0.75540 -0.121 0.020 -0.240 0.0001
H -4.01710 -0.75710 0.40730 0.095 0.174 0.155 -0.0012
H -0.25180 -4.15250 -2.76130 -0.290 -0.074 0.011 -0.0022
H 1.31710 -4.13660 -1.99250 0.136 -0.117 0.223 -0.0004
H 1.14370 -3.58280 -3.64380 0.174 0.045 -0.244 0.0010
H -0.77390 -1.09700 -4.19130 -0.263 -0.102 -0.179 0.0000
H 0.94980 -0.79790 -4.25560 0.244 -0.143 -0.048 -0.0003
H -0.08980 0.29160 -3.35950 -0.077 0.263 0.069 -0.0017
H 3.09930 -2.04790 -3.17110 -0.039 -0.083 -0.093 -0.0002
H 5.31910 -1.24090 -2.39720 0.024 -0.039 -0.031 0.0002
H 5.44160 -0.02120 -0.22030 0.047 0.046 0.093 0.0002
H 3.31470 0.36860 1.03990 -0.009 0.082 0.054 -0.0048
N -2.44340 1.49370 0.51720 -0.095 -0.038 0.234 0.0113
C -1.99550 1.59650 -0.73510 -0.521 0.451 0.016 -0.0161
N -2.64410 2.45980 -1.57790 0.091 0.046 -0.118 0.0032
O -1.01140 0.96000 -1.12830 0.526 0.211 -0.307 0.0231
H -3.15440 2.11650 0.85780 -0.005 0.035 -0.049 0.0006
H -1.72560 1.07150 1.17270 -0.340 0.129 0.093 -0.0060
H -3.58430 2.73240 -1.34590 0.005 -0.020 -0.022 0.0002
H -2.47030 2.29760 -2.55620 -0.020 0.042 0.015 -0.0023
C 0.88410 2.18040 0.61690 0.195 -0.030 -0.019 0.0446
C 0.75160 1.06970 1.65030 1.430 1.889 1.697 0.0204
O 1.77220 0.84740 2.37200 0.364 0.438 -0.361 0.0647
N -0.39010 0.47850 1.87160 -0.653 -0.639 0.033 0.4384
Te 0.24580 -0.58820 3.88120 0.225 -0.233 1.297 0.5040
C 0.00470 -1.68540 5.81150 -0.408 -0.063 -0.223 0.1601
C -1.09780 -1.59480 6.65540 -0.154 0.127 -0.089 -0.1142
C -2.22580 -0.67000 6.32150 -0.098 0.009 0.082 0.0351
C -1.17230 -2.37060 7.80600 0.092 -0.013 0.006 -0.0082
C -0.16780 -3.26410 8.13400 -0.041 0.015 -0.001 0.0125
C -0.24430 -4.11550 9.36630 0.026 0.018 -0.035 0.0000
C 0.91660 -3.37020 7.27550 -0.054 0.036 0.074 -0.0004
C 1.00960 -2.60840 6.12150 0.148 0.061 -0.075 -0.0511
C 2.19560 -2.80620 5.22250 0.098 -0.044 0.009 0.0027
C 0.01620 1.29010 4.86730 0.053 0.011 -0.205 0.1426
C -1.10420 2.10150 4.71360 -0.063 -0.131 -0.152 -0.0604
C -2.30340 1.70850 3.90580 -0.024 -0.121 0.014 -0.0186
C -1.14640 3.33800 5.35160 0.138 -0.007 0.043 -0.0050
C -0.10570 3.78400 6.14300 -0.071 -0.034 -0.018 -0.0006
C -0.14860 5.12290 6.81390 0.011 -0.041 -0.003 0.0000
C 0.99490 2.95350 6.30490 -0.085 -0.035 -0.076 0.0046
C 1.07190 1.72230 5.67600 0.160 -0.037 0.051 -0.1103
C 2.28510 0.86970 5.86970 0.093 0.019 -0.007 0.0254
H 1.75440 2.78350 0.86750 0.034 -0.084 0.008 0.0086
H -0.00290 2.80540 0.60860 -0.113 0.026 -0.093 -0.0008
H 1.01870 1.74130 -0.37060 0.063 0.368 -0.173 -0.0039
H -2.41380 -0.69990 5.24730 -0.139 0.083 0.041 -0.0051
H -1.96990 0.35360 6.59840 -0.067 0.072 -0.047 0.0016
H -3.13340 -0.95380 6.85290 -0.056 0.017 -0.027 0.0023
H -2.03770 -2.27810 8.44840 -0.105 -0.008 0.075 -0.0013
H -1.17870 -3.95100 9.89750 -0.034 -0.020 0.069 0.0002
H 0.58310 -3.88800 10.03810 0.012 -0.022 0.087 0.0008
H -0.17540 -5.17030 9.10230 -0.012 -0.075 0.053 0.0009
H 1.70570 -4.07080 7.51370 0.123 -0.090 -0.012 0.0035
H 2.94840 -3.42270 5.70990 0.040 -0.047 -0.009 0.0007
H 2.64600 -1.85190 4.95170 0.110 -0.062 -0.059 -0.0084
H 1.88970 -3.30390 4.30190 0.110 -0.010 -0.102 0.0037
H -2.14580 0.74080 3.43630 -0.256 0.082 -0.037 0.0297
H -2.48680 2.45190 3.13130 -0.027 0.017 -0.089 -0.0020
H -3.18670 1.66610 4.54350 -0.066 -0.039 0.012 0.0033
H -2.02050 3.96130 5.21480 -0.093 0.068 -0.001 0.0009
H -1.07590 5.64320 6.58760 -0.043 0.073 0.030 -0.0001
H 0.68550 5.73830 6.47980 0.033 0.097 0.021 0.0001
H -0.06560 5.00500 7.89340 -0.011 0.084 0.082 0.0001
H 1.81630 3.28190 6.92680 0.125 0.008 0.057 -0.0004
H 3.07330 1.42140 6.37880 0.041 -0.002 0.003 -0.0012
H 2.65230 0.53970 4.89540 0.131 -0.033 0.049 -0.0131
H 2.03150 -0.00630 6.46870 0.084 -0.082 -0.002 -0.0124
```
Forces are in eV/Å.



Calculated ΔE to the lowest compared entry with this formula, charge and spin, 12.8 4.5 18.5 kcal per mole (same order as the records).
Calculated E_tot, -2097.1897 -1584.0212 -4137.6151 a.u. (same order as the records).